Record 1
{"formula": "C3H4S2", "method": "wB97M-V/def2-TZVPD", "relative_energy_kcal_mol": 32.1, "smiles": "S=C[C@H]1CS1", "total_energy_ev": -24844.2490, "e_lumo_ev": -0.860, "charge": 0, "species": ["C", "C", "C", "S", "S", "H", "H", "H", "H"], "positions_angstrom": [[0.04, 0.90, 1.75], [-0.20, -0.27, -0.48], [-0.23, 0.97, 0.31], [1.11, 1.92, 2.41], [-1.84, 0.52, -0.70], [-0.68, 0.13, 2.17], [0.52, -0.26, -1.39], [-0.20, -1.32, -0.19], [0.33, 1.76, -0.23]], "mulliken_charge": [-0.1748, -0.4403, -0.2404, -0.2420, -0.1039, 0.2905, 0.2293, 0.3123, 0.3692]}

Record 2
{"formula": "C3H4S2", "method": "wB97M-V/def2-TZVPD", "relative_energy_kcal_mol": 57.4, "smiles": "C#CC(S)S", "total_energy_ev": -24843.1531, "e_lumo_ev": 0.745, "charge": 0, "species": ["C", "C", "C", "S", "S", "H", "H", "H", "H"], "positions_angstrom": [[-2.04, 0.01, -0.37], [-0.90, 0.02, -0.04], [0.49, -0.16, 0.42], [1.52, 1.17, -0.26], [1.12, -1.82, 0.14], [-3.08, 0.37, -0.58], [0.52, 0.10, 1.68], [0.61, 2.01, 0.02], [1.76, -1.71, -1.02]], "mulliken_charge": [0.1098, -0.6618, -0.0219, -0.1480, -0.1710, 0.3735, 0.2652, 0.1128, 0.1413]}